<one>
C4H4O | wB97M-V/def2-TZVPD

HOMO-LUMO gap: 0.288 hartree
2S+1: 1
total charge: 0

Geometry (Å):
C  0.579  0.042  2.221
C  0.059  0.157  1.136
C  -0.575  0.227  -0.133
C  -0.014  -0.342  -1.343
O  -0.733  -0.813  -2.236
H  1.074  -0.025  3.170
H  -1.654  0.399  -0.151
H  1.062  -0.594  -1.224
H  0.202  0.948  -1.442

How positive or negative is each atom? The natural (NBO) charges in e answer that: atom 1 (C): -0.1228, atom 2 (C): -0.1015, atom 3 (C): -0.1614, atom 4 (C): 0.0593, atom 5 (O): -0.6309, atom 6 (H): 0.2465, atom 7 (H): 0.2515, atom 8 (H): 0.1649, atom 9 (H): 0.2943


<two>
C4H4O | wB97M-V/def2-TZVPD

HOMO-LUMO gap: 0.408 hartree
SMILES string: C#C[C@@H]1CO1
2S+1: 1
total charge: 0

Geometry (Å):
C  -2.237  -0.145  -0.251
C  -1.127  -0.326  0.119
C  0.235  -0.166  0.569
C  1.295  0.389  -0.231
H  -3.214  0.048  -0.585
H  0.536  -0.537  1.542
H  1.118  1.026  -1.084
H  2.264  0.699  0.336
O  1.131  -0.988  -0.416

How positive or negative is each atom? The natural (NBO) charges in e answer that: atom 1 (C): -0.1777, atom 2 (C): -0.0451, atom 3 (C): -0.0407, atom 4 (C): -0.0810, atom 5 (H): 0.2313, atom 6 (H): 0.2288, atom 7 (H): 0.1923, atom 8 (H): 0.1762, atom 9 (O): -0.4840


Quick one: least stable of them? <one>


<one>
C2H9NS | wB97M-V/def2-TZVPD

HOMO-LUMO gap: 0.216 hartree
2S+1: 1
total charge: 0

Geometry (Å):
S  -2.414  -0.047  -0.374
H  -3.571  -0.134  0.275
C  0.222  1.004  0.786
N  1.053  0.194  -0.170
C  0.483  -1.132  -0.670
H  0.791  1.625  1.492
H  -0.332  0.295  1.390
H  -0.496  1.669  0.235
H  1.298  0.744  -1.010
H  1.947  -0.031  0.266
H  -0.311  -0.963  -1.386
H  1.371  -1.667  -1.028
H  -0.043  -1.557  0.193

How positive or negative is each atom? The natural (NBO) charges in e answer that: atom 1 (S): -1.0822, atom 2 (H): 0.1300, atom 3 (C): -0.4501, atom 4 (N): -0.4974, atom 5 (C): -0.4247, atom 6 (H): 0.2064, atom 7 (H): 0.2608, atom 8 (H): 0.2831, atom 9 (H): 0.4225, atom 10 (H): 0.4143, atom 11 (H): 0.2810, atom 12 (H): 0.1971, atom 13 (H): 0.2593


<two>
C2H9NS | wB97M-V/def2-TZVPD

HOMO-LUMO gap: 0.363 hartree
SMILES string: CN.CS
2S+1: 1
total charge: 0

Geometry (Å):
C  -0.532  -1.482  0.415
S  -1.034  -1.434  2.179
H  -0.014  -0.594  0.060
H  0.026  -2.423  0.325
H  -1.463  -1.697  -0.113
C  0.816  1.434  -2.199
N  1.551  2.733  -2.229
H  0.905  0.993  -1.199
H  -0.211  1.704  -2.386
H  1.144  0.763  -3.027
H  2.374  2.717  -1.632
H  1.985  2.939  -3.122
H  -0.549  -0.215  2.519

How positive or negative is each atom? The natural (NBO) charges in e answer that: atom 1 (C): -0.7243, atom 2 (S): -0.0683, atom 3 (H): 0.2272, atom 4 (H): 0.2191, atom 5 (H): 0.2188, atom 6 (C): -0.4133, atom 7 (N): -0.8411, atom 8 (H): 0.1870, atom 9 (H): 0.1921, atom 10 (H): 0.1785, atom 11 (H): 0.3466, atom 12 (H): 0.3509, atom 13 (H): 0.1268


Quick one: least stable of them? <one>


<one>
C2H9NS | wB97M-V/def2-TZVPD

HOMO-LUMO gap: 0.368 hartree
SMILES string: CNC.S
2S+1: 1
total charge: 0

Geometry (Å):
S  0.770  2.281  2.086
H  -0.306  2.979  1.717
C  0.459  -1.261  0.412
N  -0.319  -0.169  -0.087
C  -0.504  -0.116  -1.538
H  0.004  -2.254  0.327
H  0.751  -1.071  1.440
H  1.405  -1.336  -0.142
H  -1.221  -0.120  0.367
H  0.500  1.367  1.124
H  -1.038  -0.986  -1.934
H  -0.977  0.839  -1.773
H  0.475  -0.153  -1.998

How positive or negative is each atom? The natural (NBO) charges in e answer that: atom 1 (S): -0.3432, atom 2 (H): 0.1342, atom 3 (C): -0.4170, atom 4 (N): -0.6362, atom 5 (C): -0.4084, atom 6 (H): 0.1690, atom 7 (H): 0.2039, atom 8 (H): 0.1925, atom 9 (H): 0.3590, atom 10 (H): 0.1803, atom 11 (H): 0.1688, atom 12 (H): 0.2044, atom 13 (H): 0.1928


<two>
C2H9NS | wB97M-V/def2-TZVPD

HOMO-LUMO gap: 0.321 hartree
SMILES string: CNC.S
2S+1: 1
total charge: 0

Geometry (Å):
S  -4.718  -0.060  -2.114
H  -3.448  0.574  -2.165
C  3.163  0.914  0.599
N  3.765  -0.011  1.493
C  2.932  -0.955  2.265
H  3.718  1.095  -0.310
H  2.986  1.945  1.051
H  2.183  0.579  0.345
H  -5.786  0.541  -1.827
H  4.733  0.171  1.737
H  2.771  -1.733  1.500
H  3.445  -1.349  3.197
H  1.958  -0.541  2.662

How positive or negative is each atom? The natural (NBO) charges in e answer that: atom 1 (S): -0.3490, atom 2 (H): 0.1971, atom 3 (C): -0.3959, atom 4 (N): -0.6740, atom 5 (C): -0.4163, atom 6 (H): 0.1900, atom 7 (H): 0.1519, atom 8 (H): 0.1902, atom 9 (H): 0.1519, atom 10 (H): 0.3747, atom 11 (H): 0.1911, atom 12 (H): 0.2062, atom 13 (H): 0.1821


Quick one: least stable of them? <two>


<one>
C4H12NO2 | wB97M-V/def2-TZVPD

HOMO-LUMO gap: 0.238 hartree
2S+1: 1
total charge: -1

Geometry (Å):
C  1.945  -0.458  0.148
O  2.085  -1.768  0.305
C  0.455  -0.034  -0.128
C  0.299  1.472  0.080
C  -1.133  2.061  0.143
N  -0.417  -0.703  0.856
H  2.445  -0.028  -0.770
H  2.271  0.165  1.024
H  0.226  -0.379  -1.142
H  0.883  2.158  -0.545
H  0.723  1.657  1.078
H  -1.762  1.425  0.749
H  -1.095  3.052  0.604
H  -1.564  2.154  -0.842
H  -0.228  -0.252  1.735
H  -0.040  -1.639  0.972
H  -2.299  -1.521  -0.812
H  -2.287  0.002  -0.903
O  -2.629  -0.778  -1.341

How positive or negative is each atom? The natural (NBO) charges in e answer that: atom 1 (C): 0.0002, atom 2 (O): -0.9501, atom 3 (C): -0.1031, atom 4 (C): -0.4040, atom 5 (C): -0.6177, atom 6 (N): -0.8949, atom 7 (H): 0.0590, atom 8 (H): 0.0546, atom 9 (H): 0.1757, atom 10 (H): 0.1950, atom 11 (H): 0.1786, atom 12 (H): 0.2099, atom 13 (H): 0.1898, atom 14 (H): 0.1859, atom 15 (H): 0.3310, atom 16 (H): 0.3925, atom 17 (H): 0.4837, atom 18 (H): 0.4804, atom 19 (O): -0.9665


<two>
C4H12NO2 | wB97M-V/def2-TZVPD

HOMO-LUMO gap: 0.280 hartree
2S+1: 1
total charge: -1

Geometry (Å):
C  -0.956  1.216  -1.052
C  0.514  0.973  -1.420
N  0.924  -0.397  -1.718
C  0.284  -1.470  -0.457
C  0.886  -1.015  0.871
O  0.143  -1.381  2.010
H  -1.592  0.786  -1.840
H  -1.239  2.259  -0.949
H  -1.202  0.672  -0.145
H  0.758  1.706  -2.183
H  1.058  1.283  -0.520
H  0.072  -0.966  -1.654
H  0.538  -2.509  -0.648
H  -0.795  -1.443  -0.255
H  1.925  -1.346  0.961
H  0.878  0.074  0.898
H  -0.988  1.098  3.380
H  -0.298  -0.514  2.295
O  -0.913  0.975  2.427

How positive or negative is each atom? The natural (NBO) charges in e answer that: atom 1 (C): -0.6312, atom 2 (C): -0.2506, atom 3 (N): -0.6234, atom 4 (C): -0.3338, atom 5 (C): -0.0789, atom 6 (O): -0.8046, atom 7 (H): 0.1685, atom 8 (H): 0.2104, atom 9 (H): 0.2469, atom 10 (H): 0.1827, atom 11 (H): 0.1787, atom 12 (H): 0.3476, atom 13 (H): 0.2016, atom 14 (H): 0.2154, atom 15 (H): 0.1431, atom 16 (H): 0.1965, atom 17 (H): 0.4096, atom 18 (H): 0.5222, atom 19 (O): -1.3006


Quick one: least stable of them? <two>


<one>
C4H12NO2 | wB97M-V/def2-TZVPD

HOMO-LUMO gap: 0.190 hartree
2S+1: 1
total charge: -1

Geometry (Å):
C  -1.413  -1.053  0.321
O  -1.718  -1.525  -0.915
C  0.022  -0.477  0.441
C  0.439  0.571  -0.577
C  0.430  1.982  0.102
N  1.320  2.215  1.216
H  -2.122  -0.213  0.563
H  -1.517  -1.783  1.157
H  0.002  0.337  1.441
H  0.833  -1.188  0.624
H  1.355  0.151  -0.999
H  -0.279  0.614  -1.401
H  -0.613  2.093  0.459
H  0.546  2.815  -0.638
H  -0.525  0.456  2.096
H  2.237  1.819  1.009
H  -0.468  -2.305  -1.422
H  1.082  -2.074  -1.463
O  0.387  -2.437  -2.013

How positive or negative is each atom? The natural (NBO) charges in e answer that: atom 1 (C): -0.0650, atom 2 (O): -0.8675, atom 3 (C): -0.1038, atom 4 (C): -0.4818, atom 5 (C): -0.2359, atom 6 (N): -0.9389, atom 7 (H): 0.1063, atom 8 (H): 0.1033, atom 9 (H): 0.0236, atom 10 (H): 0.1995, atom 11 (H): 0.2010, atom 12 (H): 0.2583, atom 13 (H): 0.1541, atom 14 (H): 0.1720, atom 15 (H): 0.2860, atom 16 (H): 0.2838, atom 17 (H): 0.4985, atom 18 (H): 0.4265, atom 19 (O): -1.0198


<two>
C4H12NO2 | wB97M-V/def2-TZVPD

HOMO-LUMO gap: 0.246 hartree
2S+1: 1
total charge: -1

Geometry (Å):
C  0.400  -0.100  1.664
O  1.158  0.321  0.627
C  0.535  0.799  2.908
H  0.637  -1.148  1.987
H  -0.701  -0.131  1.419
H  -0.008  0.400  3.777
H  0.156  1.793  2.660
H  1.596  0.885  3.153
C  -0.216  1.224  -1.792
N  -0.917  -0.061  -1.678
C  -0.056  -1.208  -1.548
O  -0.808  -2.427  -1.484
H  0.460  1.345  -0.931
H  -0.976  2.008  -1.778
H  0.365  1.305  -2.728
H  -1.494  -0.197  -2.485
H  0.578  -1.299  -2.448
H  0.567  -1.146  -0.653
H  -1.276  -2.364  -0.671

How positive or negative is each atom? The natural (NBO) charges in e answer that: atom 1 (C): -0.0251, atom 2 (O): -0.9661, atom 3 (C): -0.6353, atom 4 (H): 0.0701, atom 5 (H): 0.0729, atom 6 (H): 0.1596, atom 7 (H): 0.1819, atom 8 (H): 0.1852, atom 9 (C): -0.4512, atom 10 (N): -0.6411, atom 11 (C): 0.0717, atom 12 (O): -0.7487, atom 13 (H): 0.2919, atom 14 (H): 0.1702, atom 15 (H): 0.1306, atom 16 (H): 0.3309, atom 17 (H): 0.1005, atom 18 (H): 0.2404, atom 19 (H): 0.4616


<three>
C4H12NO2 | wB97M-V/def2-TZVPD

HOMO-LUMO gap: 0.265 hartree
2S+1: 1
total charge: -1

Geometry (Å):
C  0.447  0.827  -0.955
N  0.938  -0.476  -0.576
C  0.143  -1.609  -1.145
O  -1.035  -1.868  -0.594
C  1.022  1.939  -0.057
C  0.141  2.191  1.153
H  -0.651  0.889  -1.001
H  0.798  1.010  -1.981
H  1.033  -0.572  0.436
H  0.818  -2.508  -1.106
H  0.176  -1.328  -2.249
H  1.985  1.508  0.255
H  1.335  2.795  -0.656
H  0.020  1.216  1.633
H  -0.821  2.620  0.876
H  0.518  2.851  1.940
H  -1.711  -0.171  1.651
H  -1.143  -1.450  0.806
O  -1.353  -1.065  1.741

How positive or negative is each atom? The natural (NBO) charges in e answer that: atom 1 (C): -0.2090, atom 2 (N): -0.6945, atom 3 (C): 0.1474, atom 4 (O): -0.9121, atom 5 (C): -0.4124, atom 6 (C): -0.6220, atom 7 (H): 0.1672, atom 8 (H): 0.1627, atom 9 (H): 0.3489, atom 10 (H): 0.0791, atom 11 (H): 0.0662, atom 12 (H): 0.1974, atom 13 (H): 0.1845, atom 14 (H): 0.2308, atom 15 (H): 0.1918, atom 16 (H): 0.1885, atom 17 (H): 0.4381, atom 18 (H): 0.5015, atom 19 (O): -1.0541


Quick one: least stable of them? <one>


<one>
C4H12NO2 | wB97M-V/def2-TZVPD

HOMO-LUMO gap: 0.278 hartree
2S+1: 1
total charge: -1

Geometry (Å):
C  -0.350  0.320  -1.206
O  0.766  0.642  -0.464
C  -1.590  0.603  -0.346
C  -1.793  -0.586  0.660
C  -0.440  -0.919  1.287
N  -0.094  0.068  2.318
H  -0.513  -0.772  -1.475
H  -0.367  0.902  -2.190
H  -2.471  0.600  -1.037
H  -1.695  1.594  0.052
H  -2.240  -1.478  0.151
H  -2.667  -0.243  1.374
H  -0.406  -2.009  1.618
H  0.328  -0.843  0.490
H  0.118  0.812  1.644
H  0.826  -0.343  2.654
H  3.542  -0.136  -1.208
H  2.045  0.108  -1.460
O  2.883  -0.039  -1.937

How positive or negative is each atom? The natural (NBO) charges in e answer that: atom 1 (C): -0.0507, atom 2 (O): -0.9718, atom 3 (C): -0.4272, atom 4 (C): -0.4019, atom 5 (C): -0.2727, atom 6 (N): -0.8674, atom 7 (H): 0.0930, atom 8 (H): 0.1179, atom 9 (H): 0.1635, atom 10 (H): 0.1908, atom 11 (H): 0.1866, atom 12 (H): 0.1787, atom 13 (H): 0.1425, atom 14 (H): 0.2554, atom 15 (H): 0.3892, atom 16 (H): 0.3320, atom 17 (H): 0.4416, atom 18 (H): 0.5113, atom 19 (O): -1.0106


<two>
C4H12NO2 | wB97M-V/def2-TZVPD

HOMO-LUMO gap: 0.253 hartree
2S+1: 1
total charge: -1

Geometry (Å):
C  -1.025  0.446  -0.533
N  -0.414  -0.841  -0.762
C  0.552  -1.338  0.295
O  0.071  -2.393  0.949
C  -0.055  1.627  -0.497
C  -0.833  2.976  -0.485
H  -1.760  0.665  -1.327
H  -1.656  0.474  0.378
H  -1.115  -1.568  -0.782
H  1.463  -1.578  -0.287
H  0.783  -0.439  0.901
H  0.746  1.669  -1.224
H  0.450  1.539  0.475
H  -1.741  2.873  0.099
H  -0.242  3.722  0.036
H  -1.073  3.231  -1.513
H  2.699  -3.735  1.183
H  1.210  -3.345  1.367
O  1.939  -3.985  1.726

How positive or negative is each atom? The natural (NBO) charges in e answer that: atom 1 (C): -0.2035, atom 2 (N): -0.6897, atom 3 (C): 0.1410, atom 4 (O): -0.9225, atom 5 (C): -0.4043, atom 6 (C): -0.6089, atom 7 (H): 0.1600, atom 8 (H): 0.1437, atom 9 (H): 0.3620, atom 10 (H): 0.0756, atom 11 (H): 0.0681, atom 12 (H): 0.1969, atom 13 (H): 0.1930, atom 14 (H): 0.1965, atom 15 (H): 0.1956, atom 16 (H): 0.1922, atom 17 (H): 0.4315, atom 18 (H): 0.5078, atom 19 (O): -1.0351


Quick one: least stable of them? <one>